Record 1
Entry from the Open Molecules 2025 dataset: a cluster of 12 separate species, C3H28NO13 in total at a distorted geometry (ωB97M-V/def2-TZVPD).

Computed properties:
E_LUMO: 2.8539 eV
Energy relative to the best compared isomer or geometry (same formula, charge and spin): 56.8 kcal per mole
Frontier orbital gap: 8.631 eV
Net charge: -1
Highest occupied orbital energy: -5.78 eV
Electronic energy: -1164.077122 a.u.

Geometry as XYZ:
```
45
Properties=species:S:1:pos:R:3:forces:R:3:nbo_charge:R:1
O 3.35695 0.20367 -1.54353 0.945 -0.741 0.058 -0.989
O -2.06776 2.65875 0.80829 0.353 2.396 -0.958 -1.012
O -0.15499 -1.04966 2.17707 -0.168 0.362 0.170 -0.928
O -3.61244 0.50814 0.33523 -0.683 0.299 0.843 -1.014
O 3.45540 -0.42082 1.04652 -1.226 -0.534 0.199 -1.011
O 1.92957 0.35157 3.13209 0.837 1.161 0.377 -1.011
O -0.62494 -1.33769 -2.83662 1.063 1.041 -0.586 -1.058
O -2.73631 -1.57365 1.78726 0.506 0.424 1.883 -1.030
O -0.21083 1.27667 -3.36383 -2.578 -0.936 -3.386 -0.950
O 0.99396 2.20304 -1.15781 0.236 0.117 0.261 -0.644
O -0.50842 1.39756 2.59819 0.696 -0.394 -1.272 -1.058
O 2.00103 -1.86149 -2.57201 -0.128 1.214 -0.290 -1.010
O -2.45825 -1.58210 -0.89905 1.279 0.718 -0.094 -1.009
N 0.69599 -0.65366 -0.00852 -1.029 1.155 2.505 -0.709
C -0.27721 0.44832 -0.20574 -0.763 -0.638 0.083 -0.383
C 0.24600 -1.65188 1.02302 -0.248 -0.359 -0.262 0.117
C 0.50341 1.73590 -0.13914 -0.317 -0.246 -1.142 0.503
H -1.51442 2.33370 1.50047 0.697 -0.529 1.090 0.483
H 0.89769 -1.05027 -0.87020 0.388 -1.154 -1.684 0.382
H -3.06098 -2.17540 -1.29825 -0.903 -0.931 -0.779 0.476
H -2.69021 1.97520 0.63250 -1.145 -1.264 -0.346 0.491
H 0.32870 -1.69636 -2.79359 -1.525 0.874 -0.174 0.515
H -0.56479 -0.34634 -3.14356 0.255 -2.156 0.592 0.509
H -1.02383 1.80417 -3.35122 0.331 -0.143 -0.003 0.480
H 2.58570 -0.86473 0.83212 1.043 0.584 -0.170 0.492
H 0.28504 1.57579 -2.65925 2.099 1.359 3.018 0.495
H -0.94110 1.37467 3.42475 -0.759 -0.084 1.451 0.471
H -0.78884 0.36967 -1.20077 0.575 0.239 0.980 0.204
H 0.66265 2.23609 0.80412 0.110 0.035 0.528 0.156
H 3.50045 0.12401 -0.56231 -0.064 -0.104 -0.245 0.518
H 1.40405 1.17878 3.07238 0.214 -0.794 0.016 0.494
H -3.49954 -0.04446 1.14928 -0.012 0.195 -0.570 0.505
H -0.41712 0.37923 2.29460 -0.013 0.583 0.566 0.510
H 1.12590 -2.28754 1.28707 -0.345 -0.066 -0.723 0.131
H 2.66391 0.83647 -1.62201 -0.870 1.108 -0.056 0.482
H -1.81751 -1.31909 2.15666 -0.843 -0.530 -0.621 0.510
H 3.11102 0.07426 1.83166 0.396 0.020 -0.094 0.512
H -1.07641 0.41381 0.56810 0.800 -0.002 -0.755 0.251
H 2.54292 -1.06406 -2.26183 -0.076 -0.868 0.015 0.520
H 1.30691 -0.32227 2.81717 -0.746 -0.375 -0.004 0.502
H 2.45473 -2.65632 -2.34183 0.584 -0.597 0.311 0.478
H -0.60209 -2.27968 0.60808 0.971 0.246 0.183 0.126
H -2.57327 -1.84438 0.88983 0.260 -0.131 -0.646 0.484
H -3.21407 -0.05915 -0.32818 0.141 -0.283 -0.312 0.491
H -1.69435 -1.47598 -1.53936 -0.335 -0.273 0.045 0.527
```
Forces are in eV/Å.



Record 2
Entry from the Open Molecules 2025 dataset: a structure of composition C36H43NOOsP2S3 at a distorted geometry (ωB97M-V/def2-TZVPD).

Computed properties:
E_LUMO (alpha / beta): -5.0805 / -7.0051 eV
Spin multiplicity: 5
Energy relative to the best compared isomer or geometry (same formula, charge and spin): 8.3 kcal per mole
Frontier orbital gap (alpha / beta): 7.960 / 6.932 eV
Net charge: +2
Expectation value of S²: 6.02
Highest occupied orbital energy (alpha / beta): -13.04 / -13.94 eV
Electronic energy: -3495.034994 a.u.

Geometry as XYZ:
```
87
Properties=species:S:1:pos:R:3:forces:R:3:lowdin_spin:R:1
Os -0.42141 0.35522 -1.17842 0.950 0.143 0.417 2.582
S -3.42462 -0.70790 -0.20453 0.057 0.182 -0.126 0.010
S 1.53750 -0.83591 -2.09615 -0.294 0.032 -0.164 0.216
S 0.13125 2.71549 -1.30273 -0.067 0.110 -0.073 0.244
P 2.14616 -0.62949 -0.15777 -0.460 -0.421 0.105 0.082
P 1.09450 2.26634 0.45354 -0.561 -0.179 0.003 0.087
O -1.92683 -0.44047 0.10718 -0.106 -0.261 -0.002 0.110
N -1.68035 0.29553 -2.88710 -0.190 -0.069 -0.130 0.038
C -4.24045 -1.13854 3.84763 0.004 -0.033 0.002 0.000
C 1.36415 -4.53140 2.07265 0.001 0.012 0.008 0.000
C 5.31393 3.87231 0.80010 0.013 0.004 0.005 0.001
C 3.87919 -0.26319 -0.01200 0.125 0.090 0.009 0.008
C 6.02160 0.11981 -1.02200 0.005 -0.004 -0.022 0.001
C 1.84262 -2.13857 0.75876 0.027 -0.070 0.104 0.012
C -2.46579 -3.39074 -0.15923 0.048 0.003 -0.004 0.001
C -3.62114 -2.47161 -0.56214 0.118 -0.143 -0.076 0.003
C 0.14175 2.84521 1.84415 -0.104 -0.019 0.131 0.011
C 0.71803 -2.26805 1.57281 0.046 -0.068 -0.015 0.010
C 5.82647 -0.05544 1.37786 -0.016 0.007 -0.023 0.001
C 6.60260 0.12704 0.23700 0.009 -0.005 0.029 0.001
C -4.17470 -0.58753 1.41194 -0.035 0.012 0.106 0.003
C -1.32956 -3.43988 -1.17197 -0.039 -0.016 -0.049 0.007
C 4.46338 -0.25824 1.25856 0.004 0.011 -0.045 0.002
C 2.72440 -3.20929 0.59838 -0.029 0.017 0.009 0.001
C -4.15007 -1.03002 -4.85904 0.044 0.004 0.047 0.002
C 0.48951 -3.46653 2.23722 0.008 0.060 -0.039 0.001
C -0.96105 4.65500 2.97137 -0.004 -0.002 0.004 0.001
C -1.38605 3.76807 3.95548 -0.018 0.037 0.006 0.000
C -0.29101 1.95407 2.82300 -0.018 0.066 0.005 0.010
C -0.18994 4.19919 1.91702 0.044 -0.027 0.033 0.002
C -4.16355 1.49885 -4.91758 0.044 0.013 0.027 0.003
C 2.47661 -4.40646 1.24834 -0.008 0.002 -0.026 0.001
C -1.04979 2.42460 3.88707 0.032 -0.039 -0.028 0.001
C -3.58497 -1.46604 2.50709 -0.077 0.068 0.045 0.000
C 3.29562 3.09245 1.84065 0.007 0.054 -0.080 0.002
C 2.73058 2.92860 0.57185 0.213 0.041 -0.011 0.009
C 4.59203 3.56550 1.94771 -0.019 -0.010 -0.019 0.001
C 4.75088 3.70741 -0.45875 -0.014 -0.004 -0.004 0.000
C -3.28572 0.23760 -4.96415 0.033 -0.018 0.145 0.006
C -2.38548 0.26909 -3.79231 -0.100 0.033 -0.294 0.053
C 4.65360 -0.06873 -1.15249 0.016 0.010 0.031 0.005
C 3.45569 3.22986 -0.57987 0.046 0.010 0.035 0.004
C 0.90487 0.52170 0.31469 0.290 0.280 -0.219 0.430
C -2.42646 0.21024 -6.23716 0.066 -0.002 0.061 0.002
H -1.68939 -3.74166 -2.15902 0.003 -0.001 0.040 0.000
H -4.86335 1.45377 -5.75171 0.007 0.011 0.006 0.001
H -0.83048 -2.47688 -1.27246 0.003 0.036 -0.015 0.008
H -4.08222 0.47221 1.66202 -0.031 0.001 -0.001 0.000
H -3.56405 2.40318 -5.01870 -0.009 -0.009 -0.003 0.000
H -3.74820 -2.51898 2.27341 0.030 -0.018 -0.016 0.000
H -3.09670 0.16983 -7.09517 0.010 0.008 -0.001 0.000
H -1.81148 1.10592 -6.32054 -0.013 -0.007 -0.002 0.000
H 6.28918 -0.05701 2.35584 -0.007 0.010 -0.010 0.000
H -1.98265 4.13140 4.78202 0.008 0.000 -0.006 0.000
H -1.23442 5.70020 3.02727 0.025 -0.011 0.015 0.000
H -2.88956 -4.39161 -0.05539 -0.018 0.012 0.056 0.000
H 2.72192 2.86741 2.73151 -0.002 0.018 0.005 0.000
H -3.53602 -1.92991 -4.80767 -0.010 0.009 -0.017 0.000
H 5.31834 3.95992 -1.34462 -0.007 -0.007 0.010 0.000
H -0.57051 -4.15792 -0.86009 -0.016 0.000 0.003 0.000
H -4.12673 -0.08231 4.09833 0.013 -0.017 -0.006 0.000
H -0.03384 0.90352 2.75329 -0.003 0.002 -0.001 0.008
H -1.37445 1.74384 4.66326 0.002 0.000 -0.010 0.000
H -4.80701 -0.98919 -3.98882 0.015 -0.008 -0.013 0.000
H 0.02499 -1.44096 1.67808 0.011 0.001 0.004 0.007
H -4.77074 -1.09247 -5.75231 -0.009 0.002 0.017 0.000
H -3.79965 -2.52760 -1.63844 0.000 0.001 0.032 0.000
H -5.23359 -0.79702 1.23384 -0.015 0.041 0.042 0.001
H -0.37038 -3.57023 2.88737 0.010 0.011 -0.003 0.000
H -4.55186 -2.74024 -0.05838 -0.013 -0.001 -0.030 0.000
H 3.00589 3.10344 -1.55758 0.002 -0.001 0.008 0.003
H 3.59970 -3.10718 -0.03283 0.001 -0.010 0.008 0.000
H -2.07577 -3.10839 0.81819 -0.026 0.001 0.018 0.000
H -3.78973 -1.72602 4.64631 -0.003 0.009 0.000 0.000
H -4.73416 1.55474 -3.99035 -0.011 -0.010 -0.021 0.000
H 5.03538 3.70876 2.92382 0.001 -0.005 -0.003 0.000
H 6.32267 4.25483 0.88873 -0.011 -0.006 0.002 0.000
H 0.15006 4.89137 1.15450 -0.023 -0.013 0.000 0.001
H 3.85984 -0.42779 2.14324 0.005 -0.016 -0.002 0.000
H -5.30692 -1.36858 3.83211 0.019 0.029 -0.010 0.000
H -2.50768 -1.29718 2.56185 0.009 -0.011 -0.019 0.000
H 1.18433 -5.46217 2.59437 -0.005 -0.001 -0.012 0.000
H 3.14988 -5.24251 1.11489 0.013 0.020 0.023 0.000
H 4.19459 -0.07824 -2.13305 0.003 0.008 -0.002 0.003
H 7.67166 0.26605 0.33346 -0.012 0.002 0.003 0.000
H 6.63384 0.25254 -1.90418 -0.013 0.004 0.012 0.000
H -1.77872 -0.66603 -6.26300 -0.022 0.000 -0.011 0.000
```
Forces are in eV/Å.